ORCA calculation (the ωB97M-V functional and the def2-TZVPD basis) on a single C4H4BrOP molecule.

```
11
Properties=species:S:1:pos:R:3:forces:R:3:mulliken_charge:R:1
H -2.298 0.623 1.784 -0.399 -0.471 1.228 0.0208
H 1.599 1.303 -1.566 0.189 -1.600 0.398 0.3496
C -0.931 0.511 0.093 1.942 -0.495 0.290 0.2337
O -0.165 1.212 -0.797 -2.528 0.055 -0.574 -0.2749
C 1.136 -0.382 -0.010 1.595 -1.935 -0.090 -0.3998
H -0.433 -0.945 1.511 -0.271 -1.535 1.272 0.4282
Br -3.861 -0.254 -0.273 -0.707 -0.554 -0.292 -0.1659
P -2.477 1.217 0.572 0.098 1.038 -0.477 -0.0344
C -0.141 -0.501 0.625 0.100 2.616 -1.609 -0.2365
H 2.071 -1.050 0.187 -2.006 1.521 -0.525 0.2761
C 0.986 0.605 -0.951 1.986 1.360 0.378 -0.1967
```
Forces are in eV/Å.

Structure (SMILES)   BrPc1ccco1
Relative energy (zero: lowest compared OMol25 entry of this formula, charge and spin)   0.000 eV
Charge   0
HOMO-LUMO gap   9.41 eV
Molar mass   178.95 g/mol